DFT (ωB97M-V/def2-TZVPD) results for a 2-piece molecular cluster, C3H2FNO overall in a non-equilibrium geometry.

Geometry as ORCA input:
```
! RIJCOSX wB97M-V def2-TZVPD def2/J DEFGRID3
* xyz 0 1
C -2.843 -0.472 -0.081
C -0.012 0.414 -0.407
C 0.013 -0.775 0.095
N -3.052 0.697 -0.238
O -0.099 1.553 -0.567
F 0.851 -1.091 1.046
H -2.858 -1.652 0.017
H -0.246 -1.682 -0.507
*
```

**SMILES string**: O=C=CF.C#N
**Energy relative to the best compared isomer or geometry (same formula, charge and spin)**: 62.30 kcal/mol
**LUMO**: -0.0518 eV
**Kohn-Sham gap**: 9.23 eV
**E_HOMO**: -9.281 eV
**E_tot**: -9394.8067 eV

---

DFT (ωB97M-V/def2-TZVPD) results for a 2-piece molecular cluster, C5H10N2O overall in a non-equilibrium geometry.

Geometry as ORCA input:
```
! RIJCOSX wB97M-V def2-TZVPD def2/J DEFGRID3
* xyz 0 1
C -1.096 -1.403 -0.307
C 0.470 0.925 -0.501
C 0.842 -0.373 -0.666
N -1.987 -0.610 0.252
N 0.440 0.796 1.975
C -0.126 1.331 0.755
C 1.826 -1.216 -0.866
O 0.178 1.649 -1.628
H -0.254 2.474 -1.372
H -1.189 0.736 0.629
H -2.598 -0.192 -0.450
H -0.244 0.225 2.460
H 1.249 0.214 1.793
H -0.594 -2.108 0.348
H -1.151 -1.691 -1.356
H -0.271 2.414 0.834
H 2.857 -0.889 -0.951
H 1.650 -2.283 -0.948
*
```

**SMILES string**: C=C=C(O)CN.C=N
**Energy relative to the best compared isomer or geometry (same formula, charge and spin)**: 101.55 kcal/mol
**LUMO**: 0.7370 eV
**Kohn-Sham gap**: 9.32 eV
**E_HOMO**: -8.579 eV
**E_tot**: -10370.9016 eV

---

DFT (ωB97M-V/def2-TZVPD) results for a 8-piece molecular cluster, C24H48Br4O8 overall in a non-equilibrium geometry.

Geometry as ORCA input:
```
! RIJCOSX wB97M-V def2-TZVPD def2/J DEFGRID3
* xyz 0 1
C -3.716 1.647 6.370
C -2.559 1.294 5.443
O -1.439 0.993 5.743
C -3.012 1.057 4.019
H -4.411 2.345 5.904
H -3.308 1.959 7.332
H -4.307 0.767 6.625
H -3.792 0.297 4.055
H -2.244 0.860 3.270
H -3.528 1.973 3.731
C 0.876 -0.570 -4.112
C 1.792 -1.695 -4.459
O 1.346 -2.807 -4.664
C 3.278 -1.395 -4.704
H 1.178 0.320 -4.663
H 1.057 -0.430 -3.046
H -0.140 -0.929 -4.278
H 3.386 -0.342 -4.964
H 3.553 -2.018 -5.555
H 3.773 -1.637 -3.763
C -4.569 -1.852 -2.094
C -3.162 -2.257 -1.757
O -2.742 -2.189 -0.616
C -2.316 -2.665 -2.958
H -5.011 -1.250 -1.300
H -5.183 -2.728 -1.883
H -4.772 -1.399 -3.064
H -2.619 -1.970 -3.741
H -2.470 -3.719 -3.192
H -1.241 -2.625 -2.780
C 0.394 3.447 -4.144
C 0.175 3.596 -5.590
O 1.153 3.591 -6.351
C -1.246 3.822 -6.156
H 0.210 4.433 -3.718
H 1.414 3.129 -3.929
H -0.309 2.711 -3.755
H -1.424 4.779 -6.646
H -1.956 3.704 -5.337
H -1.231 3.036 -6.911
O 4.660 -2.380 3.430
C 3.880 -1.512 3.065
O 2.747 -1.132 3.691
C 2.267 -1.747 4.856
C 1.262 -2.948 4.460
C 4.091 -0.811 1.712
H 1.668 -1.038 5.427
H 3.077 -2.061 5.514
H 1.084 -3.584 5.327
H 1.550 -3.491 3.560
H 0.314 -2.425 4.325
H 3.925 -1.317 0.761
H 5.120 -0.452 1.732
H 3.405 0.023 1.566
O 2.368 4.365 2.398
C 2.112 3.464 1.602
O 1.209 2.473 1.783
C 0.430 2.461 2.998
C -0.743 3.456 2.886
C 2.831 3.371 0.355
H 1.039 2.683 3.874
H 0.023 1.467 3.184
H -1.433 3.191 2.084
H -0.318 4.458 2.825
H -1.385 3.502 3.765
H 3.696 4.027 0.258
H 2.135 3.422 -0.482
H 3.290 2.383 0.325
Br -0.705 -1.285 1.830
C -0.440 -0.066 0.267
C -1.450 0.993 0.191
Br -0.750 2.498 -0.849
H -0.458 -0.668 -0.642
H 0.524 0.405 0.456
H -1.842 1.445 1.102
H -2.301 0.743 -0.442
Br -1.174 -6.834 -1.848
C -0.268 -5.210 -1.043
C 0.840 -4.561 -1.932
Br 1.497 -2.913 -0.984
H 0.206 -5.508 -0.108
H -1.011 -4.489 -0.700
H 0.521 -4.375 -2.957
H 1.630 -5.311 -1.983
*
```

**SMILES string**: CCOC(C)=O.CCOC(C)=O.CC(C)=O.CC(C)=O.CC(C)=O.CC(C)=O.BrCCBr.BrCCBr
**Energy relative to the best compared isomer or geometry (same formula, charge and spin)**: 0.00 kcal/mol
**LUMO**: 0.1456 eV
**Kohn-Sham gap**: 9.92 eV
**E_HOMO**: -9.773 eV
**E_tot**: -322215.3380 eV

---

DFT (ωB97M-V/def2-TZVPD) results for C13H24O7P2PdSbSeTe as an isolated structure in a non-equilibrium geometry.

Geometry as ORCA input:
```
! RIJCOSX wB97M-V def2-TZVPD def2/J DEFGRID3
* xyz 1 1
Pd 0.423 0.277 0.678
C -2.979 -1.241 3.843
C -1.607 -1.473 3.213
O -0.980 -2.628 3.791
P -0.426 -0.179 3.721
O -0.161 -0.445 5.252
O -1.186 1.219 3.766
O 0.794 -0.089 2.874
P -1.753 -1.607 1.377
O -2.648 -2.933 1.314
O -2.435 -0.400 0.831
O -0.380 -1.902 0.795
H -2.883 -1.101 4.921
H -3.593 -2.124 3.673
H -3.476 -0.379 3.399
H -1.091 -3.392 3.213
H 0.196 -1.329 5.436
H -1.489 1.485 4.645
H -3.337 -2.915 0.638
C 1.527 0.462 -3.210
Te 0.329 -0.478 -1.684
C 1.859 -1.961 -1.654
C 2.536 -1.828 -2.994
C 3.326 -2.865 -3.485
C 3.955 -2.740 -4.711
C 3.794 -1.581 -5.460
C 3.003 -0.551 -4.983
C 2.373 -0.666 -3.747
H 2.116 1.260 -2.763
H 0.858 0.874 -3.963
H 1.385 -2.928 -1.505
H 2.512 -1.750 -0.808
H 3.444 -3.771 -2.904
H 4.564 -3.550 -5.087
H 4.280 -1.487 -6.422
H 2.873 0.350 -5.571
Se 1.917 1.871 0.085
C -2.815 2.449 1.167
Sb -0.831 2.495 0.422
C -1.102 2.955 -1.629
C -0.105 4.295 1.291
H -3.243 3.405 0.863
H -2.801 2.371 2.248
H -3.345 1.608 0.737
H -1.727 3.843 -1.715
H -1.600 2.133 -2.143
H -0.126 3.146 -2.069
H -0.763 5.119 1.015
H 0.900 4.475 0.924
H -0.086 4.200 2.375
*
```

**Energy relative to the best compared isomer or geometry (same formula, charge and spin)**: 50.89 kcal/mol
**LUMO**: -4.9166 eV
**Kohn-Sham gap**: 6.29 eV
**E_HOMO**: -11.208 eV
**E_tot**: -129436.1318 eV

---

DFT (ωB97M-V/def2-TZVPD) results for C18H47NO4PtSi2 as an isolated structure in a non-equilibrium geometry.

Geometry as ORCA input:
```
! RIJCOSX wB97M-V def2-TZVPD def2/J DEFGRID3
* xyz 0 3
O 0.561 1.541 1.711
O 3.535 -1.468 -1.247
C 0.727 2.499 0.658
C 0.667 3.949 1.104
H -0.098 2.277 -0.037
H 1.701 2.292 0.180
H -0.229 4.179 1.693
H 0.644 4.576 0.208
H 1.553 4.247 1.677
C 1.575 1.552 2.731
C 2.954 1.326 2.155
H 1.289 0.735 3.412
H 1.545 2.501 3.299
H 2.955 0.457 1.488
H 3.647 1.139 2.976
H 3.301 2.200 1.591
C 3.925 -2.836 -1.022
C 4.490 -0.685 -1.980
C 4.463 -3.101 0.374
H 4.683 -3.159 -1.757
H 3.008 -3.421 -1.167
H 5.390 -2.545 0.550
H 4.683 -4.168 0.490
H 3.726 -2.819 1.131
C 5.887 -0.589 -1.381
H 4.046 0.315 -2.041
H 4.572 -1.094 -3.000
H 5.858 -0.279 -0.329
H 6.459 0.161 -1.940
H 6.427 -1.541 -1.467
H 1.211 -1.390 -1.400
Pt -2.465 0.520 2.109
C 0.318 -1.946 -1.768
Si 0.143 -2.037 -3.670
H 0.384 -2.991 -1.425
H -0.597 -1.513 -1.347
C 0.618 -0.367 -4.393
C -1.629 -2.448 -4.170
C 1.265 -3.344 -4.442
C -2.414 1.484 0.494
Si -4.342 1.246 0.698
H -1.997 0.964 -0.386
H -2.143 2.553 0.478
C -4.830 0.285 -0.845
C -4.912 3.054 0.613
C -5.359 0.521 2.138
H 1.154 -3.369 -5.537
H 1.027 -4.349 -4.067
H 2.321 -3.143 -4.218
H -0.126 0.398 -4.135
H 0.701 -0.401 -5.489
H 1.587 -0.038 -3.995
H -2.352 -1.867 -3.582
H -1.848 -3.513 -4.007
H -1.815 -2.236 -5.233
H -4.279 3.626 -0.077
H -4.870 3.536 1.599
H -5.946 3.086 0.244
H -5.270 1.117 3.055
H -5.076 -0.509 2.387
H -6.404 0.531 1.808
H -5.920 0.344 -0.969
H -4.531 -0.768 -0.761
H -4.341 0.724 -1.724
N -1.662 1.205 4.006
C -2.546 0.713 5.076
C -3.004 -0.663 4.648
O -3.486 -1.449 5.453
O -2.809 -0.925 3.374
H -0.711 0.845 4.148
H -1.583 2.223 4.057
H -2.000 0.652 6.028
H -3.406 1.400 5.169
*
```

**Expectation value of S²**: 2.01
**Energy relative to the best compared isomer or geometry (same formula, charge and spin)**: 2.69 kcal/mol
**LUMO (spin up / spin down)**: 0.1928 / -1.3706 eV
**Kohn-Sham gap (spin up / spin down)**: 7.61 / 7.09 eV
**E_HOMO (spin up / spin down)**: -7.415 / -8.463 eV
**E_tot**: -48108.4179 eV

---

DFT (ωB97M-V/def2-TZVPD) results for C17H28CdNO2P2S as an isolated structure in a non-equilibrium geometry.

Geometry as ORCA input:
```
! RIJCOSX wB97M-V def2-TZVPD def2/J DEFGRID3
* xyz 1 1
Cd 0.356 0.163 0.654
P -2.044 0.509 -0.246
C -1.960 1.145 -1.995
C -0.561 1.389 -2.477
N 0.537 1.195 -1.727
C 1.754 1.482 -2.236
C 1.865 2.135 -3.467
C 0.727 2.317 -4.256
C -0.492 1.886 -3.774
C 3.004 1.108 -1.463
P 2.679 -0.311 -0.376
H -1.407 1.969 -4.351
H 2.860 2.417 -3.824
H 0.793 2.824 -5.221
H 3.824 0.799 -2.127
H 3.411 1.913 -0.833
H -2.487 0.386 -2.557
H -2.559 2.081 -2.117
H -0.780 -3.180 -4.070
O -1.152 -2.935 -4.936
H -2.067 -2.642 -4.706
H -0.314 -4.680 -0.397
O -0.077 -3.895 -0.953
H 0.827 -3.997 -1.301
C 2.831 -1.704 -1.534
H 3.815 -1.639 -2.032
H 2.750 -2.652 -0.973
H 2.023 -1.680 -2.285
C 4.127 -0.430 0.693
H 3.968 -1.261 1.399
H 5.017 -0.588 0.060
H 4.206 0.497 1.277
C -3.103 1.817 0.462
H -4.090 1.854 -0.025
H -3.195 1.583 1.532
H -2.599 2.786 0.341
C -3.095 -0.996 -0.280
H -3.259 -1.254 0.776
H -4.059 -0.789 -0.766
H -2.558 -1.825 -0.773
S 1.244 1.007 2.950
C 0.109 0.539 4.123
C 0.458 -0.383 5.140
C -0.465 -0.720 6.127
C -1.754 -0.165 6.115
C -2.120 0.692 5.071
C -1.204 1.049 4.087
H 1.458 -0.812 5.136
H -0.176 -1.409 6.919
H -2.459 -0.393 6.911
H -3.129 1.088 5.036
H -1.476 1.711 3.270
*
```

**LUMO**: -2.9218 eV
**Kohn-Sham gap**: 6.84 eV
**E_HOMO**: -9.758 eV
**E_tot**: -57641.2285 eV

---

DFT (ωB97M-V/def2-TZVPD) results for C16H15BaN3O3 as an isolated structure in a non-equilibrium geometry.

Geometry as ORCA input:
```
! RIJCOSX wB97M-V def2-TZVPD def2/J DEFGRID3
* xyz 2 1
Ba 0.832 0.799 0.572
O -0.887 0.585 -2.190
C -0.582 0.475 -3.379
O 1.202 -1.373 -1.780
C 1.053 -1.416 -3.009
O 1.673 -2.320 -3.771
N 0.250 -0.583 -3.836
C 1.301 -2.137 -5.154
C 0.446 -0.917 -5.243
H 0.759 -3.030 -5.443
H 2.227 -2.038 -5.709
H -0.521 -1.129 -5.708
H 0.975 -0.098 -5.751
C -1.088 1.369 -4.399
C -1.425 2.625 -4.073
H -1.189 0.979 -5.407
H -1.264 3.039 -3.073
H -1.838 3.280 -4.839
C -2.446 2.691 3.170
C -2.072 2.279 4.459
C -1.155 1.237 4.612
C -0.622 0.609 3.478
N -0.981 1.030 2.224
C -1.875 2.039 2.074
C 0.381 -0.480 3.540
C 0.880 -0.993 4.746
C 1.840 -2.008 4.709
C 2.296 -2.498 3.475
C 1.774 -1.938 2.308
N 0.855 -0.939 2.340
H -3.170 3.490 3.014
H -2.488 2.770 5.343
H -0.829 0.892 5.601
H -2.137 2.290 1.043
H 0.504 -0.582 5.691
H 2.233 -2.411 5.643
H 3.031 -3.302 3.411
H 2.057 -2.283 1.311
*
```

**Energy relative to the best compared isomer or geometry (same formula, charge and spin)**: 11.32 kcal/mol
**LUMO**: -6.6128 eV
**Kohn-Sham gap**: 8.75 eV
**E_HOMO**: -15.359 eV
**E_tot**: -28129.7483 eV

---

DFT (ωB97M-V/def2-TZVPD) results for a 3-piece molecular cluster, C6H16N overall in a non-equilibrium geometry.

Geometry as ORCA input:
```
! RIJCOSX wB97M-V def2-TZVPD def2/J DEFGRID3
* xyz 1 1
C -0.459 1.281 -1.209
C -0.602 -0.197 -1.012
C -1.160 -0.777 0.118
C 1.254 -1.011 -0.167
C -1.441 -0.057 1.416
C -1.270 -1.022 2.559
N 2.731 1.470 -1.499
H -0.372 1.556 -2.249
H 0.503 1.581 -0.715
H -1.347 1.865 -0.907
H -0.462 -0.927 -1.806
H -1.181 -1.857 0.171
H 1.315 -2.020 0.220
H 1.319 -0.223 0.574
H 1.574 -0.965 -1.206
H -2.430 0.355 1.168
H -0.850 0.865 1.610
H -0.240 -1.384 2.696
H -1.837 -1.945 2.423
H -1.614 -0.669 3.532
H 2.393 1.888 -2.352
H 3.618 1.895 -1.261
H 2.890 0.476 -1.526
*
```

**Energy relative to the best compared isomer or geometry (same formula, charge and spin)**: 81.71 kcal/mol
**LUMO**: -5.3706 eV
**Kohn-Sham gap**: 8.23 eV
**E_HOMO**: -13.600 eV
**E_tot**: -7961.8890 eV